Below is a molecular structure, C28H34AsN2O3PPdS at a distorted geometry, with properties calculated with wB97M-V/def2-TZVPD.

Geometry (Å):
C -3.182 1.550 -3.711
H 3.980 2.039 -0.384
H 4.261 -1.141 1.979
C -1.844 5.313 0.048
H 1.522 5.011 0.322
C 0.476 -1.786 -0.294
H -4.203 0.988 5.053
H -1.493 2.267 -2.624
As 2.963 -0.276 -0.017
C 0.483 4.721 0.222
H -4.501 1.567 0.833
C -3.894 1.333 1.697
H 4.743 -1.943 -0.462
C -3.613 -3.350 3.765
H -0.454 -2.337 -0.210
H -4.998 -3.251 0.642
H 3.585 -1.945 -1.808
C 3.686 -1.919 -0.725
H 1.136 -2.302 0.406
C 3.524 -0.351 1.846
C -2.034 -2.326 2.253
C -4.731 0.185 -2.491
H -1.761 0.665 4.848
H -0.690 0.734 2.627
H -0.247 6.728 0.298
H -1.091 -1.863 1.993
N 1.164 2.352 0.056
C -0.511 5.684 0.202
S -4.019 -3.782 5.382
C -3.940 0.299 -1.356
H 1.904 2.574 0.717
C -2.179 3.978 -0.067
H 3.975 0.598 2.133
H -2.884 2.046 -4.625
C -3.014 -2.511 1.197
H 0.831 -1.968 -1.311
C -4.604 -3.514 2.704
H -2.617 6.068 0.031
C -3.732 1.026 4.080
H 5.190 0.754 -0.440
H -4.972 0.720 -4.554
C -2.758 1.039 -1.384
C -2.361 0.839 3.964
C -1.764 0.874 2.714
C -2.523 1.105 1.565
P -1.598 1.231 0.005
H -3.218 3.689 -0.170
H -1.629 -2.617 4.318
H 3.189 -2.782 -0.292
H -5.555 -3.963 2.960
C -4.493 1.281 2.947
C -2.396 1.670 -2.577
N -2.753 -2.065 0.005
H 2.668 -0.547 2.488
Pd 0.576 0.240 0.020
O -5.026 -4.773 5.436
H -5.660 -0.369 -2.446
H 1.594 2.393 -0.867
H 4.139 1.028 -1.840
H -3.370 -2.269 -0.771
C -4.300 -3.132 1.460
H -1.861 -1.617 -0.235
C 4.184 1.035 -0.752
O -4.439 -2.378 4.924
H -5.556 1.459 3.039
O -2.870 -3.858 6.207
C 0.136 3.382 0.097
H -4.285 -0.149 -0.435
C -4.351 0.804 -3.672
C -2.321 -2.726 3.493
C -1.184 2.999 -0.036

## Properties
**Frontier orbital gap**: 6.27 eV
**Relative energy (zero: lowest compared OMol25 entry of this formula, charge and spin)**: 62.85 kJ/mol
**Highest occupied orbital energy**: -14.14 eV
**Net charge**: +2
**Calculated total energy**: -4525.1839 Ha

Mulliken population analysis, charges in e, atoms 1 to 6: -0.73 0.38 0.41 -0.82 0.49 -1.70